1.
The following is a quantum chemistry calculation of a structure of composition C36H48BeN5O4 at a distorted geometry, from the OMol25 dataset.

For the energy, the calculation gives -1989.55255 hartree. Its largest force on an atom is 4.59 eV Å⁻¹. As for the gap between HOMO and LUMO: 0.1612 hartree. Its HOMO energy is -10.75 eV. The total charge is +1.

Geometry (Å):
Be  -3.74218  -2.09331  0.26867
C  -0.43103  1.30207  -0.33140
C  -0.66077  0.00639  -1.02860
O  -1.84018  -0.65808  -0.70446
H  -1.17748  2.08086  -0.48759
H  0.53327  1.75736  -0.55710
H  -0.48582  1.27169  0.75680
H  0.15764  -0.68207  -0.81803
H  -0.56263  0.10450  -2.10973
N  1.40554  -1.74156  -6.93725
C  0.41381  -0.78162  -6.86609
C  -0.50666  -0.72198  -5.81338
C  -0.55370  -1.80650  -4.87004
C  0.38975  -2.82898  -4.99984
C  1.40104  -2.75643  -6.01923
H  0.45200  -0.05869  -7.66754
H  -1.29990  -0.00540  -5.65951
H  -1.29439  -1.78720  -4.08429
H  0.34167  -3.72495  -4.39874
H  2.14216  -3.53104  -6.15005
N  3.78600  -2.15024  -1.53660
C  4.90244  -1.40335  -1.43026
C  5.05736  -0.18210  -1.97216
C  4.06349  0.25405  -2.88202
C  2.93105  -0.57320  -3.10688
C  2.81955  -1.79747  -2.43399
H  5.69991  -1.79451  -0.81589
H  6.02462  0.29825  -1.96352
H  4.07485  1.23035  -3.34366
H  2.12531  -0.23829  -3.74329
H  1.89202  -2.30905  -2.22334
N  -2.39481  -2.15793  2.58502
C  -1.20468  -1.48932  2.59176
C  -0.28954  -1.70028  3.55291
C  -0.49144  -2.59743  4.56475
C  -1.68715  -3.22804  4.61782
C  -2.67995  -2.94858  3.64915
H  -1.03601  -0.74433  1.82826
H  0.66655  -1.19807  3.54534
H  0.22815  -2.69751  5.36386
H  -1.80857  -3.93633  5.42403
H  -3.55719  -3.57853  3.64603
N  -1.98952  -4.33329  0.49254
C  -0.77326  -4.06470  -0.01969
C  0.38656  -4.63860  0.51147
C  0.26996  -5.65094  1.38232
C  -0.96196  -6.09713  1.86846
C  -2.04599  -5.34083  1.40951
H  -0.77309  -3.20298  -0.67072
H  1.36010  -4.21696  0.30943
H  1.18791  -6.11364  1.71353
H  -1.17599  -6.91866  2.53605
H  -3.01144  -5.54370  1.84902
N  -4.41675  -0.13303  1.87370
C  -3.71766  1.05330  2.13282
C  -4.31135  1.98427  2.91713
C  -5.51384  1.67672  3.57320
C  -6.11308  0.43978  3.44906
C  -5.49106  -0.42986  2.56876
H  -2.77956  1.21480  1.62265
H  -3.91796  2.97284  3.10252
H  -6.02928  2.34995  4.24214
H  -7.00961  0.22222  4.01056
H  -5.82192  -1.43010  2.33116
C  3.13682  2.08871  1.24432
C  2.83631  1.41596  2.52739
O  2.35238  1.95088  3.46784
C  3.35333  -0.04146  2.64133
H  2.27069  1.86412  0.62184
H  4.04727  1.78249  0.72915
H  3.23367  3.16931  1.34929
H  3.42014  -0.16050  3.72275
H  4.21567  -0.26924  2.01477
H  2.50312  -0.68563  2.41708
C  -0.51732  5.15059  3.53640
C  -0.64240  4.69549  2.03620
O  -1.35168  3.75780  1.71726
C  0.21879  5.42584  1.03956
H  0.54865  5.31965  3.68885
H  -0.92259  4.45023  4.26670
H  -1.06803  6.05600  3.79146
H  1.21003  4.98980  0.91543
H  0.19513  6.48781  1.28399
H  -0.28512  5.30005  0.08125
C  1.75334  3.24312  -4.44382
C  1.48654  3.37904  -2.95717
O  2.39219  3.39493  -2.19880
C  0.11115  3.76211  -2.52312
H  2.60136  2.60057  -4.68066
H  1.74972  4.23692  -4.89154
H  0.87557  2.79004  -4.90462
H  -0.55028  2.89594  -2.50409
H  -0.38658  4.53818  -3.10456
H  0.05725  4.20850  -1.53018

Atoms 1-6, force components in eV/Å:
3.8 1.9 1.8
-0.4 1.3 1.2
0.4 -2.1 -0.4
-2.7 0.1 0.9
-0.2 -0.2 -0.7
0.1 -0.2 -0.3

So, what does the Mulliken scheme give us? The charges, in e, come out as:
1. Be 1.00
2. C -0.39
3. C -0.33
4. O -0.60
5. H 0.25
6. H -0.18
7. H 0.28
8. H 0.05
9. H 0.38
10. N -0.57
11. C -0.43
12. C -0.29
13. C -0.17
14. C -0.38
15. C -0.27
16. H 0.41
17. H 0.42
18. H 0.46
19. H 0.43
20. H 0.40
21. N -0.50
22. C -0.41
23. C -0.53
24. C -0.22
25. C 0.14
26. C -0.43
27. H 0.41
28. H 0.46
29. H 0.26
30. H 0.37
31. H 0.44
32. N 0.39
33. C -0.53
34. C -0.31
35. C -0.45
36. C -0.57
37. C -0.67
38. H 0.61
39. H 0.30
40. H 0.47
41. H 0.42
42. H 0.42
43. N -0.18
44. C -0.30
45. C -0.50
46. C -0.29
47. C -0.64
48. C -0.30
49. H 0.52
50. H 0.49
51. H 0.41
52. H 0.44
53. H 0.45
54. N 0.04
55. C -0.38
56. C -0.60
57. C -0.22
58. C -0.79
59. C -0.01
60. H 0.54
61. H 0.49
62. H 0.39
63. H 0.43
64. H 0.33
65. C -0.27
66. C 0.77
67. O -0.55
68. C -1.05
69. H -0.39
70. H 0.38
71. H 0.31
72. H 0.40
73. H 0.36
74. H 0.06
75. C -1.31
76. C 0.81
77. O -0.47
78. C -0.82
79. H 0.37
80. H 0.32
81. H 0.37
82. H 0.21
83. H 0.42
84. H 0.11
85. C -1.22
86. C 0.97
87. O -0.52
88. C -0.61
89. H 0.28
90. H 0.36
91. H 0.35
92. H 0.24
93. H 0.54
94. H -0.30

=====

2.
The following is a quantum chemistry calculation of a structure of composition C36H48HfN4S2Si2Te at a distorted geometry, from the OMol25 dataset.

For the energy, the calculation gives -3311.22751 hartree. Its largest force on an atom is 2.47 eV Å⁻¹. As for the gap between HOMO and LUMO: 0.2930 hartree. Its HOMO energy is -7.46 eV. The total charge is 0.

Geometry (Å):
Hf  1.08967  0.49191  0.81709
C  -1.10294  -0.57904  3.22246
N  0.17242  0.21946  3.17079
C  -0.06130  1.65066  3.67389
C  0.86963  2.66390  3.05130
N  0.78982  2.79137  1.53075
C  1.97553  3.51524  1.09661
C  -0.43898  3.43510  1.09562
C  -0.57794  4.80587  1.17875
C  -1.73211  5.45609  0.75773
C  -2.76562  4.73334  0.26611
C  -2.68536  3.36033  0.22488
C  -1.53667  2.65929  0.54032
S  -1.41038  0.91389  0.22825
C  1.14992  -0.43975  4.03857
C  0.71671  -1.14133  5.12853
C  1.55286  -1.89536  5.93942
C  2.94582  -1.88436  5.62250
C  3.39361  -1.17553  4.49707
C  2.49393  -0.41664  3.71701
S  3.17685  0.40507  2.34205
H  -1.62616  -0.42394  4.13990
H  -0.79347  -1.63124  3.10132
H  -1.71160  -0.31331  2.38249
H  0.12884  1.65727  4.78058
H  -1.07394  1.89467  3.47276
H  1.92081  2.41036  3.22859
H  0.65034  3.63507  3.49297
H  2.17442  4.48863  1.59836
H  1.88035  3.65772  0.05728
H  2.82603  2.88128  1.22953
H  0.21284  5.40268  1.64689
H  -1.70965  6.57023  0.83137
H  -3.68209  5.25501  0.06383
H  -3.52790  2.86887  -0.20120
H  -0.36256  -1.15388  5.33766
H  1.18468  -2.48508  6.75608
H  3.63978  -2.47262  6.20564
H  4.44021  -1.18470  4.16011
C  0.81412  -3.73539  -1.63942
Si  0.64886  -3.05295  0.14111
C  1.58245  -4.08793  1.36424
C  -1.13811  -3.04395  0.66406
N  1.27875  -1.41849  0.01886
C  2.53959  -1.16479  -0.56013
C  3.54611  -2.14201  -0.73116
C  4.79927  -1.80676  -1.14488
C  5.19089  -0.46770  -1.34921
C  4.18617  0.48315  -1.21109
C  2.86412  0.15118  -0.95365
N  1.85158  1.20366  -1.00139
Si  1.60728  1.91169  -2.58088
C  -0.08971  2.68158  -2.51118
C  1.67742  0.59062  -3.91275
C  2.89571  3.18197  -3.07804
H  1.04544  -2.94155  -2.32944
H  -0.05924  -4.29880  -1.95952
H  1.68886  -4.40924  -1.64098
H  2.61450  -4.17764  1.05125
H  1.07438  -5.06247  1.40885
H  1.53292  -3.70838  2.40282
H  -1.69066  -3.71809  0.05165
H  -1.55172  -2.07401  0.58978
H  -1.26146  -3.37185  1.70535
H  3.27350  -3.16974  -0.65445
H  5.52113  -2.61041  -1.27042
H  6.18927  -0.19432  -1.61116
H  4.41483  1.50430  -1.24156
H  -0.80916  1.85974  -2.44106
H  -0.26619  3.21119  -3.46016
H  -0.25830  3.39009  -1.74178
H  1.28743  -0.31653  -3.48022
H  2.66538  0.34369  -4.34945
H  1.05118  0.86661  -4.79398
H  2.79790  4.09900  -2.52802
H  2.77751  3.34026  -4.16626
H  3.92082  2.93049  -2.94847
C  -3.67867  -1.00993  -4.71002
Te  -1.79483  -1.28607  -3.69183
C  -2.96377  -1.93929  -2.08184
C  -4.41516  -1.92197  -2.47567
C  -5.39669  -2.49384  -1.68943
C  -6.70856  -2.64739  -2.13896
C  -7.07018  -2.16419  -3.39068
C  -6.10916  -1.54193  -4.15347
C  -4.78940  -1.45132  -3.75842
H  -3.70147  -1.65218  -5.57243
H  -3.69058  0.08504  -4.90303
H  -2.66992  -1.25905  -1.26772
H  -2.69931  -2.88989  -1.69172
H  -5.15696  -2.81517  -0.70705
H  -7.46405  -3.15190  -1.46184
H  -8.09244  -2.20909  -3.74878
H  -6.39811  -1.05459  -5.08822

Atoms 1-6, force components in eV/Å:
0.2 0.2 -1.2
1.3 -0.2 -0.8
-0.3 0.6 0.4
1.1 -1.2 0.4
0.3 0.2 -0.7
-0.7 -0.4 1.4

So, what does the Mulliken scheme give us? The charges, in e, come out as:
1. Hf 0.03
2. C -1.69
3. N 0.87
4. C -0.99
5. C -1.27
6. N 1.38
7. C -1.57
8. C -0.80
9. C -0.39
10. C -0.63
11. C -0.77
12. C -0.73
13. C 0.39
14. S -0.34
15. C -1.05
16. C -0.04
17. C -1.00
18. C -0.68
19. C -0.79
20. C 1.11
21. S -0.67
22. H 0.52
23. H 0.61
24. H 0.27
25. H 0.44
26. H 0.76
27. H 0.71
28. H 0.52
29. H 0.45
30. H 0.65
31. H 0.35
32. H 0.29
33. H 0.33
34. H 0.42
35. H 0.55
36. H 0.37
37. H 0.46
38. H 0.39
39. H 0.44
40. C -1.18
41. Si 0.00
42. C -1.02
43. C -1.25
44. N 1.44
45. C 1.18
46. C -0.73
47. C -0.91
48. C -1.28
49. C -0.58
50. C -0.22
51. N 0.95
52. Si -0.05
53. C -0.67
54. C -0.57
55. C -1.32
56. H 0.27
57. H 0.47
58. H 0.34
59. H 0.32
60. H 0.41
61. H 0.24
62. H 0.62
63. H 0.21
64. H 0.44
65. H 0.19
66. H 0.40
67. H 0.48
68. H 0.64
69. H 0.02
70. H 0.47
71. H 0.22
72. H -0.21
73. H 0.26
74. H 0.38
75. H 0.38
76. H 0.35
77. H 0.43
78. C -1.23
79. Te 0.14
80. C 0.24
81. C 0.31
82. C -0.66
83. C -0.46
84. C -0.56
85. C -0.50
86. C 0.52
87. H 0.44
88. H 0.40
89. H -0.40
90. H 0.20
91. H 0.49
92. H 0.30
93. H 0.39
94. H 0.39